Record 1
Below is the molecule C5H8O, with properties calculated with ωB97M-V with the def2-TZVPD basis set.

Atoms and positions in Å:
O 0.72857 -1.74420 1.13545
C -1.39543 1.07776 -0.12789
C 2.09141 0.20243 -1.33691
C 1.37766 -0.03742 -0.39565
C -0.98520 -0.35463 0.19304
C 0.45814 -0.42335 0.69310
H -0.68920 1.52798 -0.83442
H 0.57241 0.27456 1.53939
H -1.40378 1.69546 0.77800
H -1.05647 -0.99595 -0.69255
H -1.63308 -0.79010 0.96255
H 1.61564 -1.97457 0.83838
H 2.71217 0.42376 -2.17832
H -2.39285 1.11827 -0.57417

## Properties
SMILES string: C#C[C@H](O)CC
E, hartree: -270.4799
Highest occupied orbital energy, eV: -10.13
Relative energy (zero: lowest compared OMol25 entry of this formula, charge and spin), kcal per mole: 49.0

Atom-resolved charges from Mulliken, all expressed in e: O -0.5243; C -1.0750; C 0.1456; C -0.7843; C -0.4911; C 0.2494; H 0.3154; H 0.1903; H 0.3004; H 0.2855; H 0.3105; H 0.3321; H 0.4208; H 0.3248

***

Record 2
Below is the molecule C2H4Br2, with properties calculated with ωB97M-V with the def2-TZVPD basis set.

Atoms and positions in Å:
Br 16.70430 -23.17828 26.53935
Br 18.28993 -26.20889 26.48641
C 16.42368 -26.02856 25.97760
C 16.04022 -24.66528 25.45286
H 14.94831 -24.64402 25.36250
H 16.30112 -24.44668 24.41758
H 16.27754 -26.80134 25.22397
H 15.82046 -26.34087 26.82526

## Properties
SMILES string: BrCCBr
E, hartree: -5226.6249
Highest occupied orbital energy, eV: -10.02
Relative energy (zero: lowest compared OMol25 entry of this formula, charge and spin), kcal per mole: 6.1

Atom-resolved charges from Mulliken, all expressed in e: Br -0.1187; Br -0.1182; C -0.5804; C -0.5553; H 0.3479; H 0.3477; H 0.3484; H 0.3287

***

Record 3
Below is a cluster of 5 separate species, C26H50FN2O18P4 in total in a non-equilibrium geometry, with properties calculated with ωB97M-V with the def2-TZVPD basis set.

Atoms and positions in Å:
P -0.70816 0.01478 1.13176
P 1.43513 0.13138 -5.31892
P 5.78689 -1.12737 -0.19014
P 12.74658 0.78449 0.42296
F -9.00005 -2.32728 1.51074
O 1.33183 -1.18555 -6.20828
O 2.14374 -0.40208 -3.99806
O 13.65228 1.01973 1.71851
O -0.35743 -1.46525 0.66262
O 11.31693 1.04001 0.63427
O -11.81457 3.17706 3.61530
O 2.08878 1.27284 -5.96559
O -0.01729 0.90754 0.01061
O 13.43937 1.67839 -0.69694
O 0.20240 0.24022 2.42069
O -0.07336 0.41072 -4.85954
O 7.09671 -0.42956 -0.75651
O 13.11069 -0.69423 -0.04027
O 4.69943 -0.20987 0.17550
O -11.09035 3.96879 1.66712
O 5.42333 -2.18155 -1.32713
O -2.13819 0.27986 1.35316
O 6.32499 -2.03293 1.01259
N -9.47640 -1.08944 1.76246
N -7.26611 -0.28732 2.50657
C -6.47784 -0.80725 1.34820
C -13.66065 1.10594 0.40160
C -11.22997 2.93113 2.60358
C -0.35447 2.29452 -0.01900
C 13.09165 3.06231 -0.73086
C -11.49890 0.36282 1.80352
C -5.52918 0.36973 0.79977
C 4.33009 -3.05891 -1.07679
C -9.22126 1.23362 2.50684
C 7.54231 0.75706 -0.09366
C 2.62738 0.57887 -3.07901
C 12.71637 -1.76046 0.81815
C 1.60980 0.01390 2.32679
C -8.62574 -0.11881 2.24193
C 15.05751 0.80159 1.63354
C -15.99306 0.90056 1.54219
C -0.75326 -2.53176 1.52047
C 0.64062 -1.07900 -7.44965
C -15.13744 1.26162 0.39709
C -10.85163 -0.91011 1.54014
C -0.80672 -0.62763 -4.22085
C -10.65799 1.50462 2.30324
C -15.34238 0.39757 2.76826
C -13.01105 0.59192 1.61629
C 7.37764 -2.96016 0.76636
C -13.88587 0.25195 2.76899
H 12.68324 3.40117 0.22276
H 4.71687 -4.05706 -0.86428
H -15.89401 0.11332 3.70460
H 1.91414 -0.63466 3.14839
H 15.57351 1.75807 1.72250
H 15.35962 0.15787 2.46005
H 12.35816 3.22676 -1.51970
H -1.77082 -0.73038 -4.72076
H 12.27256 -2.55072 0.21338
H 13.59923 -2.15423 1.32428
H -1.09155 2.46624 -0.80334
H -0.32909 -1.57193 -7.35999
H 3.70546 -3.10306 -1.96871
H 1.22424 -1.58241 -8.21952
H -5.56906 0.42167 -0.32772
H -7.09118 -1.27353 0.53745
H 2.13132 0.96644 2.41601
H -15.67479 1.66038 -0.50661
H 11.98960 -1.43614 1.56549
H 7.22756 1.62667 -0.67003
H 2.13673 1.54361 -3.22089
H -5.76394 -1.61268 1.69752
H -0.97514 -0.35680 -3.17730
H -13.04904 1.39512 -0.48719
H -0.28908 -1.58761 -4.25979
H -5.73847 1.36018 1.28262
H 0.13020 -2.93263 2.01943
H -0.75407 2.63501 0.93782
H -1.47274 -2.20513 2.27380
H 8.63088 0.73762 -0.04257
H 15.34905 0.32599 0.69567
H 3.72130 -2.72354 -0.23460
H 7.14464 0.82816 0.92011
H 0.54603 2.86402 -0.24526
H -11.46351 -1.76423 1.15279
H -6.86035 0.55361 2.91702
H -8.59818 2.07371 2.90238
H 1.89366 -0.45874 1.38544
H 7.08167 -3.93385 1.15819
H 7.60038 -3.06432 -0.29679
H 0.48836 -0.03915 -7.74465
H -13.40101 -0.12514 3.71305
H 3.70231 0.69386 -3.21390
H 2.43123 0.23217 -2.06461
H -17.10614 0.98422 1.54977
H -4.45011 0.09734 1.06729
H 13.98909 3.63879 -0.95259
H -1.20622 -3.31743 0.91632
H -10.14177 4.02107 1.42932
H 8.27607 -2.62671 1.28674

## Properties
Charge: +1
E, hartree: -3949.7787
Highest occupied orbital energy, eV: -11.64

Results of the Mulliken charge analysis, in e, for atoms 1 through 99: P 0.4864; P 0.8618; P 1.1088; P 0.9373; F -0.1866; O -0.3359; O -0.0629; O -0.2876; O -0.1649; O -0.5503; O -0.4051; O -0.6846; O 0.1530; O -0.3076; O -0.3181; O -0.3003; O -0.3608; O -0.3135; O -0.5433; O -0.4384; O -0.3074; O -0.5980; O -0.3575; N 0.3337; N -0.3418; C -0.2853; C -0.2321; C 0.1616; C -0.7596; C -0.6732; C 0.1905; C -0.8616; C -0.6905; C -0.3906; C -0.5971; C -0.5712; C -0.6854; C -0.5812; C 0.5160; C -0.7148; C -0.3830; C -0.8120; C -0.7100; C -0.5205; C -0.4714; C -0.5693; C 0.4657; C -0.4994; C -0.0643; C -0.7318; C -0.1222; H 0.3336; H 0.2711; H 0.3383; H 0.3376; H 0.2644; H 0.2668; H 0.2512; H 0.2972; H 0.2575; H 0.2544; H 0.2534; H 0.2469; H 0.2373; H 0.2531; H 0.2845; H 0.3166; H 0.2635; H 0.3293; H 0.3374; H 0.2463; H 0.3678; H 0.3065; H 0.1062; H 0.3751; H 0.3472; H 0.3145; H 0.2629; H 0.3119; H 0.3648; H 0.2108; H 0.3485; H 0.3174; H 0.3343; H 0.2817; H 0.4595; H 0.3012; H 0.3197; H 0.2003; H 0.2677; H 0.3407; H 0.3557; H 0.3157; H 0.2188; H 0.1716; H 0.3623; H 0.2022; H 0.2644; H 0.2587